(1)
Here is 2 unconnected molecules or ions with the total composition C32H55ClF3IN5O6P in a non-equilibrium geometry from the OMol25 dataset. Energies are from ωB97M-V with the def2-TZVPD basis set.

Positions of all 104 atoms, in Å:
C1 0.552 0.386 5.115
C2 0.440 -1.251 5.441
C3 1.238 -2.187 4.357
O1 2.456 -2.652 4.746
O2 0.745 -2.606 3.029
C4 0.879 -1.387 2.198
C5 1.156 -1.667 0.609
C6 0.056 -1.060 -0.428
C7 -1.491 -1.073 0.101
C8 -2.130 -2.346 0.878
C9 -3.008 -1.976 2.235
N1 -2.173 -1.760 3.476
N2 -3.958 -0.815 2.067
N3 -3.897 -3.213 2.483
N4 -2.197 -0.476 -1.134
P1 -3.150 -1.582 -2.191
O3 -2.436 -3.163 -2.316
Cl1 -5.087 -1.977 -1.301
C10 -1.237 0.551 -1.781
C11 -0.888 0.324 -3.403
C12 -0.885 1.576 -4.515
C13 -0.512 1.348 -6.128
C14 -0.097 -0.118 -6.737
C15 -0.057 -1.357 -5.661
C16 -0.432 -1.097 -4.090
C17 -2.075 1.944 -1.723
I1 -2.703 2.689 0.278
C18 -3.546 1.872 -2.521
C19 -4.186 3.381 -2.570
C20 0.289 0.456 -1.102
C21 1.637 0.614 -1.992
C22 2.428 -0.784 -2.396
C23 0.653 1.351 0.216
C24 0.878 2.981 -0.086
C25 0.620 3.917 1.255
C26 -0.112 5.312 0.731
N5 -0.791 5.917 1.942
C27 -1.852 6.931 1.569
C28 -3.267 6.517 0.792
O4 -1.745 8.252 1.880
H1 -0.206 0.732 4.291
H2 1.675 0.661 4.858
H3 0.292 1.026 6.086
H4 -0.675 -1.560 5.639
H5 0.996 -1.378 6.490
H6 1.852 -0.831 2.611
H7 -0.015 -0.663 2.431
H8 1.204 -2.848 0.458
H9 2.255 -1.283 0.346
H10 0.011 -1.928 -1.247
H11 -1.688 -0.190 0.880
H12 -1.218 -3.007 1.274
H13 -2.800 -3.068 0.253
H14 -1.922 -2.733 3.805
H15 -2.869 -1.425 4.207
H16 -4.272 -0.674 1.083
H17 -3.436 0.083 2.302
H18 -4.537 -2.916 3.261
H19 -3.321 -4.037 2.759
H20 -3.044 -0.085 -0.619
H21 -2.246 -3.417 -3.283
H22 -1.159 2.676 -4.243
H23 -0.544 2.275 -6.877
H24 0.122 -0.187 -7.889
H25 0.256 -2.429 -6.072
H26 -0.346 -2.059 -3.387
H27 -1.488 2.898 -2.136
H28 -4.285 1.223 -1.844
H29 -3.485 1.319 -3.548
H30 -4.743 3.494 -3.599
H31 -3.378 4.216 -2.405
H32 -5.026 3.462 -1.726
H33 2.473 1.128 -1.303
H34 1.571 1.388 -2.899
H35 3.289 -1.062 -1.617
H36 1.759 -1.722 -2.518
H37 3.007 -0.610 -3.425
H38 -0.122 1.298 1.096
H39 1.691 1.034 0.718
H40 0.332 3.354 -1.047
H41 2.045 3.093 -0.316
H42 -0.154 3.370 1.941
H43 1.627 4.213 1.802
H44 0.675 6.109 0.331
H45 -0.846 5.117 -0.184
H46 -0.045 6.428 2.476
H47 -3.001 6.306 -0.329
H48 -3.646 5.532 1.335
H49 -4.097 7.329 0.954
C29 4.871 -4.417 2.012
C30 5.943 -3.429 1.595
O5 6.690 -3.850 0.458
C31 6.130 -3.651 -0.870
O6 5.753 -2.386 -1.037
C32 5.015 -4.701 -1.253
F1 5.325 -5.939 -0.770
F2 4.914 -4.856 -2.605
F3 3.770 -4.413 -0.802
H50 5.222 -5.449 1.916
H51 4.573 -4.237 3.049
H52 3.974 -4.308 1.402
H53 6.671 -3.372 2.413
H54 5.538 -2.418 1.485
H55 6.970 -3.997 -1.493

Values from the calculation:
HOMO energy = -5.476 eV
DFT total energy = -91853.2289 eV

These are the Löwdin partial charges, in e, on atoms 1 to 99: -0.128 -0.143 -0.262 -0.007 -0.121 -0.192 -0.082 -0.173 -0.223 -0.054 -0.581 0.050 0.062 0.025 -0.234 0.752 -0.363 0.228 -0.285 -0.092 -0.002 -0.042 -0.049 -0.035 -0.050 -0.553 1.048 -0.320 -0.175 -0.241 -0.168 -0.099 -0.171 -0.208 -0.191 -0.253 -0.020 -0.301 -0.056 -0.082 0.059 0.096 0.088 0.098 0.133 0.146 0.096 0.151 0.139 0.135 0.107 0.146 0.095 0.092 0.101 0.021 0.062 0.082 0.080 0.057 0.098 0.083 0.097 0.096 0.106 0.076 0.088 0.081 0.107 0.091 0.069 0.080 0.121 0.130 0.093 0.054 0.105 0.065 0.146 0.089 0.122 0.073 0.130 0.142 0.084 0.130 0.073 0.049 0.098 -0.089 -0.282 -0.120 -0.516 -0.215 -0.524 0.089 0.089 0.079 0.076

(2)
Here is a molecular structure, C53H52As2CaClNO5S in a non-equilibrium geometry from the OMol25 dataset. Energies are from ωB97M-V with the def2-TZVPD basis set.

Positions of all 116 atoms, in Å:
Ca1 -0.027 0.120 1.244
O1 1.144 -1.628 -2.990
C1 1.511 -1.321 -1.744
O2 0.996 -0.439 -1.107
C2 2.676 -2.168 -1.279
O3 3.042 -1.904 0.039
C3 2.341 -2.601 1.084
C4 0.847 -2.815 0.781
O4 0.590 -3.714 -0.023
O5 0.029 -2.035 1.365
H1 0.361 -1.080 -3.210
H2 3.525 -1.873 -1.905
H3 2.433 -3.214 -1.473
H4 2.489 -1.990 1.974
H5 2.796 -3.584 1.234
S1 -0.002 2.992 0.642
C5 1.274 3.780 1.568
C6 1.052 5.025 2.181
C7 2.046 5.680 2.887
C8 3.313 5.116 3.012
C9 3.557 3.885 2.420
C10 2.562 3.228 1.705
As1 2.776 1.431 0.982
C11 3.273 1.839 -0.882
C12 2.745 2.936 -1.553
C13 3.022 3.133 -2.902
C14 3.825 2.239 -3.596
C15 4.354 1.138 -2.931
C16 4.076 0.942 -1.584
C17 4.577 0.987 1.633
C18 4.666 0.079 2.682
C19 5.905 -0.285 3.201
C20 7.066 0.263 2.679
C21 6.987 1.182 1.638
C22 5.750 1.541 1.120
H6 0.065 5.462 2.096
H7 1.826 6.633 3.355
H8 4.093 5.614 3.575
H9 4.528 3.422 2.544
H10 2.087 3.620 -1.029
H11 2.594 3.989 -3.411
H12 4.030 2.389 -4.649
H13 4.978 0.428 -3.461
H14 4.490 0.078 -1.075
H15 3.768 -0.338 3.126
H16 5.945 -0.985 4.026
H17 8.031 -0.017 3.085
H18 7.890 1.621 1.228
H19 5.700 2.255 0.306
Cl1 0.698 -2.104 4.777
C23 1.736 -0.711 5.048
C24 2.894 -0.918 5.781
C25 3.762 0.128 6.061
C26 3.417 1.394 5.576
C27 2.260 1.588 4.857
C28 1.333 0.546 4.544
C29 0.168 0.805 3.771
H20 3.103 -1.922 6.133
H21 4.672 -0.039 6.624
H22 4.065 2.246 5.758
H23 2.010 2.585 4.507
H24 -0.083 1.862 3.693
H25 -0.693 0.163 3.970
C30 -1.239 0.584 -7.113
C31 -1.459 0.168 -5.683
C32 -1.775 -1.138 -5.349
C33 -1.975 -1.532 -4.026
C34 -2.268 -2.993 -3.787
C35 -1.882 -0.589 -2.980
As2 -2.022 -1.442 -1.170
N1 -2.090 -0.076 0.054
C36 -2.914 -0.204 1.158
C37 -3.240 0.975 1.867
C38 -4.024 0.945 3.010
C39 -4.529 -0.252 3.501
C40 -4.193 -1.428 2.839
C41 -3.392 -1.415 1.709
C42 -3.935 -1.976 -1.311
C43 -4.247 -3.313 -1.043
C44 -3.211 -4.356 -0.685
C45 -5.578 -3.735 -1.094
C46 -6.607 -2.861 -1.392
C47 -8.043 -3.317 -1.398
C48 -6.283 -1.533 -1.640
C49 -4.972 -1.072 -1.600
C50 -4.733 0.392 -1.865
C51 -1.537 0.739 -3.310
C52 -1.330 1.843 -2.306
C53 -1.339 1.081 -4.648
H26 -1.312 -0.271 -7.787
H27 -0.253 1.034 -7.250
H28 -1.979 1.324 -7.430
H29 -1.850 -1.888 -6.132
H30 -1.965 -3.575 -4.659
H31 -3.333 -3.166 -3.610
H32 -1.731 -3.384 -2.921
H33 -2.838 1.912 1.495
H34 -4.235 1.877 3.523
H35 -5.142 -0.273 4.394
H36 -4.534 -2.384 3.225
H37 -3.084 -2.356 1.272
H38 -2.293 -3.953 -0.257
H39 -2.915 -4.926 -1.571
H40 -3.638 -5.066 0.027
H41 -5.808 -4.774 -0.873
H42 -8.110 -4.406 -1.387
H43 -8.574 -2.956 -2.281
H44 -8.579 -2.943 -0.522
H45 -7.078 -0.822 -1.852
H46 -5.653 0.954 -1.697
H47 -4.417 0.553 -2.899
H48 -3.954 0.793 -1.218
H49 -1.747 1.607 -1.333
H50 -1.775 2.772 -2.671
H51 -0.263 2.028 -2.161
H52 -1.070 2.110 -4.870

Values from the calculation:
Net charge = -2
HOMO energy = -1.258 eV
DFT total energy = -231012.0159 eV

These are the Löwdin partial charges, in e, on atoms 1 to 99: 1.054 0.125 -0.495 0.010 -0.139 -0.140 -0.093 -0.677 -0.004 -0.249 0.098 0.129 0.135 0.101 0.123 0.492 -0.740 -0.142 -0.121 -0.126 -0.125 -0.415 1.323 -0.358 -0.107 -0.093 -0.113 -0.099 -0.137 -0.372 -0.104 -0.085 -0.110 -0.104 -0.127 0.084 0.087 0.084 0.087 0.065 0.095 0.088 0.094 0.096 0.080 0.097 0.088 0.090 0.102 0.640 -0.629 -0.174 -0.166 -0.134 -0.079 -0.389 -0.203 0.084 0.075 0.091 0.096 0.024 0.012 -0.066 -0.286 -0.037 -0.298 -0.078 -0.288 1.337 -0.376 -0.462 -0.068 -0.120 -0.143 -0.110 -0.058 -0.280 -0.305 -0.084 -0.032 -0.284 -0.069 -0.028 -0.247 -0.046 -0.270 -0.089 -0.030 0.065 0.073 0.072 0.104 0.073 0.079 0.049 0.080 0.090 0.077

(3)
Here is a molecular structure, C35H52BiOP4S in a non-equilibrium geometry from the OMol25 dataset. Energies are from ωB97M-V with the def2-TZVPD basis set.

Positions of all 94 atoms, in Å:
Bi1 -0.463 0.751 -0.924
P1 1.520 2.389 -0.134
P2 -2.441 1.626 0.971
P3 -1.752 2.902 -2.367
H1 0.029 -4.424 -9.019
C1 0.231 -3.416 -9.400
C2 1.477 -2.926 -9.461
H2 2.342 -3.511 -9.127
C3 2.900 1.292 0.310
C4 1.105 3.491 1.251
C5 2.292 3.454 -1.389
C6 -3.976 0.662 0.729
C7 -2.017 1.070 2.655
C8 -2.888 3.360 1.338
C9 -1.372 3.126 -4.142
C10 -1.662 4.645 -1.813
C11 -3.555 2.620 -2.481
H3 -0.629 -2.844 -9.767
H4 1.683 -1.937 -9.887
H5 2.991 0.503 -0.452
H6 2.768 0.819 1.288
H7 3.826 1.886 0.307
H8 0.547 2.966 2.041
H9 0.486 4.327 0.888
H10 2.034 3.897 1.673
H11 2.792 2.842 -2.152
H12 3.043 4.073 -0.876
H13 1.550 4.104 -1.873
H14 -4.645 0.814 1.588
H15 -3.716 -0.406 0.668
H16 -4.493 0.948 -0.197
H17 -2.676 1.559 3.393
H18 -0.974 1.316 2.895
H19 -2.143 -0.017 2.729
H20 -3.448 3.390 2.284
H21 -3.499 3.808 0.544
H22 -1.973 3.962 1.464
H23 -2.004 3.947 -4.512
H24 -1.590 2.214 -4.711
H25 -0.315 3.384 -4.283
H26 -2.454 5.201 -2.337
H27 -0.687 5.073 -2.088
H28 -1.812 4.741 -0.728
H29 -3.934 3.260 -3.289
H30 -4.075 2.875 -1.550
H31 -3.755 1.570 -2.734
C12 0.170 -0.445 -4.510
C13 -1.226 -0.674 -4.519
C14 -1.776 -1.646 -5.343
C15 -0.963 -2.366 -6.233
C16 0.417 -2.113 -6.263
C17 0.979 -1.177 -5.416
S1 0.924 0.686 -3.474
H32 -1.733 -0.417 -1.466
H33 -1.859 -0.104 -3.840
H34 -2.849 -1.858 -5.309
H35 -1.398 -3.099 -6.916
H36 1.042 -2.642 -6.985
H37 2.049 -0.980 -5.437
O1 0.511 -0.517 1.675
P4 0.945 -1.380 2.849
C18 2.331 -0.680 3.765
C19 3.080 -1.454 4.662
C20 3.925 -0.825 5.577
C21 4.025 0.568 5.598
C22 3.300 1.338 4.686
C23 2.452 0.716 3.772
C24 -0.320 -1.453 4.161
C25 -0.396 -0.424 5.117
C26 -1.282 -0.505 6.188
C27 -2.118 -1.618 6.317
C28 -2.092 -2.617 5.339
C29 -1.204 -2.533 4.264
C30 1.410 -3.005 2.274
C31 0.401 -3.813 1.730
C32 0.618 -5.183 1.568
C33 1.884 -5.722 1.837
C34 2.952 -4.870 2.145
C35 2.721 -3.499 2.314
H38 3.004 -2.539 4.658
H39 4.486 -1.431 6.288
H40 4.657 1.059 6.336
H41 3.373 2.425 4.687
H42 1.859 1.315 3.078
H43 0.255 0.447 5.034
H44 -1.294 0.288 6.934
H45 -2.759 -1.717 7.192
H46 -2.746 -3.483 5.430
H47 -1.186 -3.320 3.516
H48 -0.569 -3.380 1.470
H49 -0.208 -5.831 1.276
H50 2.028 -6.805 1.835
H51 3.951 -5.276 2.306
H52 3.559 -2.829 2.515

Values from the calculation:
Net charge = +3
HOMO energy (alpha / beta) = -15.287 / -15.295 eV
DFT total energy = -92990.0741 eV

Charges in e, computed with Löwdin, in the same order as the atoms: 1.113 0.677 0.713 0.702 0.063 -0.098 -0.083 0.063 -0.218 -0.218 -0.227 -0.242 -0.267 -0.242 -0.258 -0.232 -0.249 0.061 0.062 0.068 0.018 0.084 0.036 0.055 0.083 0.054 0.084 0.042 0.079 0.061 0.037 0.079 0.024 0.052 0.074 0.042 0.040 0.077 0.045 0.048 0.081 0.054 0.022 0.074 0.037 0.053 -0.666 -0.120 -0.024 0.020 -0.019 -0.063 0.649 -0.072 0.058 0.130 0.129 0.093 0.120 -0.472 0.808 -0.297 -0.062 -0.033 -0.041 -0.061 -0.136 -0.274 -0.096 -0.055 -0.046 -0.050 -0.070 -0.287 -0.111 -0.056 -0.045 -0.046 -0.080 0.113 0.124 0.121 0.111 0.066 0.101 0.118 0.120 0.118 0.086 0.105 0.116 0.122 0.120 0.108